Record 1
86
Properties=species:S:1:pos:R:3:forces:R:3 method="wB97M-V/def2-TZVPD" molar_mass_g_mol=829.0 energy_ev=-91721.3610 spin_multiplicity=1 orbital_gap_ev=5.67 max_force_ev_per_a=1.34
C -0.489 5.406 -2.345 -0.0199 -0.1307 0.1925
C 0.032 4.314 -1.777 -0.3406 0.3212 -0.0135
C -0.161 3.859 -0.327 -0.5915 -0.6150 -0.6863
I -0.899 5.519 0.848 -0.1471 -0.1448 0.1196
C 1.269 3.563 0.208 -0.0035 0.4584 -0.1262
N 1.258 2.384 1.125 -0.0803 0.1602 -0.3408
P 2.797 2.276 2.037 0.5514 -0.3344 0.8134
O 2.976 1.044 2.770 -0.3724 -0.0831 0.0432
O 3.937 2.631 1.017 -0.1868 0.1662 0.0288
O 2.564 3.582 2.904 0.0233 0.1215 -0.5225
C 0.823 1.026 0.431 0.2861 -0.0120 0.2936
C 0.323 0.160 1.610 -0.2522 -0.3182 -0.1120
C 0.679 -1.344 1.624 -0.0334 -0.0567 0.4293
C 1.669 -1.778 2.726 -0.5291 -0.5172 -0.2859
C 1.091 -2.950 3.519 0.1717 0.4512 0.3215
N 0.031 -2.459 4.411 -0.2175 0.0430 -0.4464
C 2.092 0.542 -0.277 -0.5243 -0.2501 -0.4141
C 1.908 -0.414 -1.469 0.3969 0.0064 0.0024
C 3.270 -1.082 -1.711 -0.5371 0.1404 -0.2920
C 3.138 -2.361 -2.543 -0.3866 0.3714 0.4709
C 2.653 -3.526 -1.673 0.0521 -0.0519 -0.1219
O 3.072 -4.793 -2.139 -0.1226 -0.0453 0.0561
C 2.443 -5.206 -3.334 0.1789 -0.0298 0.0183
C -0.234 1.457 -0.625 -0.0401 0.3909 -0.3564
C -1.179 0.397 -1.242 -0.1859 -0.0090 0.0905
C -1.696 -0.826 -0.482 -0.0234 -0.3870 -0.7911
C -2.796 -1.483 -1.327 -0.2193 0.2498 0.5114
C -3.367 -2.685 -0.587 0.2555 0.1087 0.0170
S -4.650 -3.501 -1.515 -0.5061 0.5687 0.1742
O -5.189 -2.583 -2.467 0.1363 -0.0358 -0.1645
O -5.539 -4.162 -0.618 0.2627 -0.3974 0.0326
Cl -3.587 -4.882 -2.558 0.0451 -0.1465 -0.0408
N -1.010 2.660 -0.275 0.1788 -0.1574 0.6992
C -2.002 2.488 0.787 -0.5419 0.0265 0.0418
C -3.380 3.104 0.453 0.3293 0.0559 0.2034
C -4.554 2.114 0.516 -0.3459 0.4052 -0.1710
N -5.607 2.628 1.397 0.1576 -0.0874 0.0464
H -1.480 5.761 -2.080 0.5140 0.6940 0.8762
H 0.056 6.008 -3.064 -0.4286 -0.8129 -0.9759
H 0.610 3.618 -2.384 0.9491 0.5695 0.2784
H 1.657 4.409 0.766 0.0050 0.0093 0.0133
H 1.958 3.407 -0.619 0.0094 -0.4150 0.0644
H 0.540 2.589 1.830 0.0141 -0.0697 0.0459
H 4.561 1.877 0.969 0.0585 -0.1842 -0.1937
H 3.407 3.981 3.159 -0.0315 0.1594 0.1804
H 0.683 0.556 2.559 0.1541 0.1042 -0.0912
H -0.758 0.253 1.674 0.0292 0.0911 -0.0532
H -0.249 -1.881 1.831 -0.0846 0.0705 -0.1051
H 1.034 -1.707 0.661 0.0555 0.1103 -0.0376
H 2.609 -2.094 2.274 0.2246 0.3339 0.1671
H 1.827 -0.966 3.433 0.3393 0.0266 -0.0863
H 0.654 -3.685 2.842 0.1035 -0.1181 0.0180
H 1.910 -3.409 4.080 -0.0537 -0.2550 -0.0934
H -0.616 -3.188 4.672 0.1010 -0.0369 0.2055
H 0.426 -2.041 5.242 -0.0473 -0.0727 0.0799
H 2.576 1.429 -0.693 0.2635 -0.1032 0.0755
H 2.771 0.034 0.415 -0.0104 0.2172 0.2062
H 1.640 0.114 -2.390 -0.3031 0.0824 0.1188
H 1.135 -1.159 -1.280 0.0265 -0.0433 0.0478
H 3.892 -0.357 -2.245 0.1522 -0.0320 0.0892
H 3.734 -1.250 -0.728 -0.0592 -0.2444 -0.8032
H 4.087 -2.609 -3.013 0.0006 -0.1295 0.0153
H 2.378 -2.154 -3.307 0.2920 -0.1704 -0.3545
H 3.043 -3.417 -0.660 0.1336 -0.0818 -0.0198
H 1.552 -3.525 -1.620 -0.0033 0.0764 0.0919
H 1.625 -4.538 -3.615 -0.0497 -0.0310 -0.0108
H 2.050 -6.215 -3.198 -0.0403 -0.0025 0.0047
H 3.168 -5.232 -4.152 -0.0372 0.0623 -0.0571
H 0.360 1.782 -1.482 0.0678 -0.0325 0.0105
H -2.044 0.966 -1.592 0.0153 0.1045 0.0554
H -0.717 0.018 -2.153 0.1154 -0.0277 0.0468
H -0.894 -1.559 -0.393 0.0214 0.0889 0.4138
H -2.127 -0.614 0.495 0.1848 0.0441 0.0795
H -2.433 -1.757 -2.318 0.0151 -0.0145 -0.0176
H -3.606 -0.759 -1.437 -0.0097 -0.0313 -0.3141
H -2.599 -3.409 -0.317 -0.1035 -0.1587 -0.0658
H -3.872 -2.378 0.331 -0.0592 -0.0068 -0.0040
H -2.176 1.425 0.929 0.2171 -0.0616 -0.1663
H -1.665 2.853 1.766 0.1095 0.0549 -0.0378
H -3.304 3.556 -0.536 -0.0613 -0.0308 -0.0392
H -3.582 3.927 1.139 -0.1004 0.0008 0.0020
H -4.215 1.108 0.798 0.1111 0.0102 -0.0207
H -5.006 2.052 -0.475 0.0625 -0.2554 -0.0323
H -5.239 2.777 2.330 -0.0448 -0.0356 0.0335
H -6.357 1.952 1.476 -0.0638 0.0506 0.0176
I 5.308 -1.674 0.988 0.4278 0.2611 0.6212

=====

Record 2
108
Properties=species:S:1:pos:R:3:forces:R:3 method="wB97M-V/def2-TZVPD" molar_mass_g_mol=1128.1 energy_ev=-209502.5264 spin_multiplicity=5 orbital_gap_ev="5.52 / 3.46" max_force_ev_per_a=2.75 charge=+2
Os 0.007 1.411 -1.614 -0.3887 -0.9609 -0.0461
C -3.906 5.109 4.534 -0.0130 -0.0484 -0.0806
C -3.286 4.765 3.208 -0.0515 -0.0171 0.1067
C -3.227 3.442 2.765 -0.0106 -0.0999 -0.0614
C -2.679 3.133 1.534 -0.0960 0.0601 0.0033
C -2.180 4.156 0.738 0.1273 -0.3450 -0.0950
C -2.230 5.479 1.149 0.0576 0.2488 -0.1212
C -2.789 5.771 2.382 0.0309 0.0594 -0.0639
S -1.355 3.711 -0.736 -0.1990 1.1646 0.4847
O -2.058 2.590 -1.383 0.3910 -0.4032 -0.1085
O -1.057 4.872 -1.511 -0.0507 -0.1007 0.1026
N 0.042 2.929 -0.289 0.2417 0.3378 -0.0918
C 1.244 3.678 -0.217 0.1950 -0.1308 -0.0741
C 1.462 4.788 0.551 -0.0918 -0.0114 0.1206
C 2.716 5.432 0.525 -0.0306 0.0392 0.0341
C 3.735 4.964 -0.254 0.0174 0.0285 0.0033
C 3.531 3.831 -1.076 0.0857 -0.1209 -0.0592
C 4.504 3.308 -1.956 -0.0603 0.1386 0.1075
C 4.194 2.243 -2.757 -0.0492 -0.1759 -0.0943
C 2.915 1.679 -2.693 0.2988 -0.2457 -0.1762
N 1.982 2.132 -1.876 -0.3162 0.5156 0.1564
C 2.277 3.200 -1.053 -0.1609 0.1352 0.0618
H -4.019 4.230 5.165 0.0293 0.0154 -0.0147
H -4.898 5.538 4.379 0.0051 0.0025 -0.0063
H -3.313 5.852 5.068 0.0183 -0.0124 -0.0145
H -3.624 2.652 3.394 0.0261 0.0334 -0.0351
H -2.661 2.123 1.150 -0.0207 -0.0677 0.1183
H -1.851 6.262 0.503 -0.0095 -0.0239 0.0487
H -2.844 6.802 2.711 0.0105 -0.0267 -0.0327
H 0.666 5.168 1.180 0.0481 0.0098 0.0153
H 2.866 6.312 1.136 -0.0152 -0.0339 0.0017
H 4.698 5.460 -0.265 -0.0215 -0.0243 -0.0116
H 5.487 3.763 -1.998 -0.0245 -0.0012 -0.0022
H 4.914 1.835 -3.453 -0.0282 -0.0338 0.0311
H 2.648 0.837 -3.319 -0.0046 -0.0157 -0.0304
C 2.913 -2.283 -8.169 -0.0367 0.0574 0.0944
C 2.162 -1.683 -7.010 0.0545 -0.1342 -0.1344
C 1.384 -2.470 -6.170 -0.0544 -0.0390 0.1124
C 0.645 -1.931 -5.124 -0.2220 -0.4413 0.2088
C -0.211 -2.842 -4.279 0.0052 0.0917 -0.0650
C 0.710 -0.552 -4.913 0.3007 0.1403 -0.2520
Se -0.459 0.195 -3.579 0.0791 -0.1364 -0.1067
C 1.475 0.275 -5.742 0.0690 0.4414 -0.0212
C 1.508 1.781 -5.620 -0.0479 -0.1414 -0.2020
C 2.202 -0.318 -6.769 0.0288 0.2002 0.0971
H 2.836 -3.369 -8.174 0.0138 0.0318 0.0047
H 3.968 -2.008 -8.140 -0.0266 -0.0129 0.0312
H 2.512 -1.910 -9.113 -0.0160 -0.0088 0.0214
H 1.341 -3.541 -6.339 -0.0161 0.0580 0.0421
H 0.107 -3.877 -4.396 -0.0425 0.0521 0.0156
H -1.260 -2.776 -4.585 0.0273 -0.0161 -0.0059
H -0.155 -2.581 -3.220 0.0024 -0.0817 -0.0631
H 1.136 2.134 -4.663 -0.0092 0.0668 0.0604
H 0.876 2.228 -6.391 0.0265 -0.0001 0.0177
H 2.521 2.157 -5.770 -0.0581 0.0013 0.0112
H 2.803 0.318 -7.412 -0.0523 -0.0074 0.0377
C -0.554 -0.269 1.591 0.0575 0.2669 -0.0804
C -0.952 -1.532 2.350 0.5061 -0.6539 -0.2123
As -0.616 -1.356 4.281 -0.7939 2.4955 0.8303
C 1.314 -1.314 4.359 -0.2128 -0.5834 -0.4696
C 2.022 -2.395 3.832 0.3994 0.3678 0.1058
C 3.406 -2.350 3.816 0.0570 -0.0927 -0.0349
C 4.078 -1.245 4.330 0.0073 -0.0064 -0.0114
C 3.368 -0.183 4.872 0.0657 -0.0481 -0.0291
C 1.981 -0.213 4.887 -0.0728 -0.1248 -0.1202
C -1.063 -3.045 4.994 -0.0187 -1.0948 0.1199
C -0.283 -3.562 6.045 -0.3342 0.2368 -0.7846
C -0.570 -4.814 6.548 -0.4947 -0.3110 0.0463
C -1.658 -5.529 6.047 -0.0373 0.0670 -0.0832
C -2.466 -4.995 5.040 0.1228 -0.3712 0.5610
C -2.189 -3.747 4.528 0.8459 0.3963 0.1266
P -0.944 -0.349 -0.210 -0.3776 -1.2855 0.7606
C -0.191 -1.952 -0.632 0.1770 0.1566 -0.3007
C 1.152 -1.968 -1.007 -0.1423 -0.0701 0.0344
C 1.800 -3.171 -1.245 0.0874 0.0299 -0.0105
C 1.108 -4.368 -1.113 -0.0095 0.0397 -0.0172
C -0.231 -4.360 -0.744 -0.0220 0.0929 0.0042
C -0.880 -3.157 -0.498 -0.1213 0.0741 -0.1176
C -2.731 -0.615 -0.326 0.0024 0.3451 -0.2588
C -3.249 -1.096 -1.528 -0.0733 0.0270 -0.0463
C -4.616 -1.273 -1.678 0.0222 -0.0064 -0.0624
C -5.479 -0.958 -0.636 0.0441 -0.0193 -0.0042
C -4.973 -0.467 0.558 0.0549 0.0155 0.0077
C -3.605 -0.294 0.714 0.0747 0.1039 0.1175
H 0.528 -0.127 1.646 0.0840 0.0782 0.0413
H -1.011 0.629 2.011 -0.0033 0.0627 0.0478
H -0.340 -2.383 2.049 -0.1223 0.0247 -0.3533
H -1.999 -1.789 2.196 0.0182 -0.0150 0.1042
H 1.506 -3.268 3.451 -0.0480 0.0051 0.0109
H 3.960 -3.185 3.409 0.0854 -0.0027 0.0094
H 5.159 -1.220 4.315 0.0060 -0.0065 0.0233
H 3.892 0.668 5.288 0.0310 -0.0029 0.0116
H 1.425 0.614 5.311 -0.0649 -0.0268 -0.0137
H 0.552 -2.996 6.438 0.0450 -0.0156 -0.0670
H 0.042 -5.232 7.336 -0.0427 -0.0201 0.0213
H -1.893 -6.502 6.459 0.0392 -0.0060 -0.0502
H -3.314 -5.554 4.670 -0.0350 -0.0505 0.0430
H -2.827 -3.326 3.761 0.0083 0.0169 -0.0729
H 1.682 -1.029 -1.129 0.1554 0.0155 0.0134
H 2.840 -3.176 -1.546 -0.0220 0.0062 0.0273
H 1.608 -5.307 -1.311 0.0030 0.0273 0.0230
H -0.775 -5.292 -0.652 0.0123 0.0340 0.0158
H -1.931 -3.156 -0.231 0.0635 -0.0285 0.0479
H -2.583 -1.333 -2.349 -0.0438 -0.0543 0.0067
H -5.008 -1.644 -2.616 0.0017 -0.0182 0.0263
H -6.546 -1.098 -0.755 0.0280 0.0208 -0.0107
H -5.643 -0.209 1.369 0.0386 -0.0432 -0.0119
H -3.229 0.087 1.657 -0.0177 -0.0599 -0.0445